Formula: C29H43Br2IIrN5O2S
Source: the Open Molecules 2025 dataset
Level of theory: ωB97M-V/def2-TZVPD

```
84
Properties=species:S:1:pos:R:3:forces:R:3
Ir -1.138 -1.548 1.619 -1.1 -0.5 -1.6
C -2.299 -1.204 -3.388 0.0 0.0 -0.1
C -0.944 -1.672 -2.941 -0.1 0.1 0.4
N -0.195 -2.263 -3.864 -0.1 0.0 -0.3
C 1.001 -2.741 -3.584 -0.2 0.2 0.2
C 1.519 -2.768 -2.293 0.2 0.1 0.1
C 2.878 -3.393 -2.084 -0.1 -0.3 0.1
O 3.661 -2.616 -1.187 0.0 0.1 0.0
C 0.719 -2.232 -1.267 -0.1 0.6 0.1
C 1.155 -2.551 0.091 0.5 -0.5 0.0
N 0.422 -2.838 1.114 0.0 1.1 1.1
C 0.993 -3.652 2.154 0.0 -0.1 0.4
C 1.960 -4.610 1.838 -0.1 0.1 -0.2
C 2.513 -5.432 2.803 0.0 0.0 0.2
C 2.100 -5.339 4.125 0.0 0.0 -0.1
C 1.101 -4.438 4.463 0.0 0.0 0.1
C 0.554 -3.630 3.486 0.1 0.2 -0.2
I -1.042 -2.361 4.076 1.2 -0.3 -0.8
C -0.461 -1.576 -1.634 0.1 -0.2 -0.7
O -1.135 -0.827 -0.642 0.0 -0.3 1.0
H -2.586 -1.804 -4.250 0.0 -0.1 0.1
H -2.288 -0.166 -3.722 0.0 0.0 0.0
H -3.048 -1.322 -2.604 -0.1 0.0 -0.1
H 1.560 -3.139 -4.424 0.1 0.0 0.1
H 3.370 -3.469 -3.054 -0.1 0.0 0.0
H 2.747 -4.415 -1.705 0.1 0.0 0.0
H 4.590 -2.855 -1.288 0.0 0.0 0.0
H 2.228 -2.715 0.164 -0.1 -0.4 -0.1
H 2.248 -4.748 0.804 0.0 0.0 0.0
H 3.259 -6.162 2.521 0.0 0.0 0.0
H 2.533 -5.975 4.884 0.0 0.0 0.0
H 0.751 -4.374 5.485 0.0 0.0 0.0
Br -4.360 -3.026 3.735 -0.7 -0.5 0.3
C -4.219 -0.977 3.418 -0.7 -4.3 1.2
Br -3.689 -1.040 1.640 0.7 1.5 -1.2
H -3.459 -1.027 4.177 0.1 2.0 0.1
H -5.280 -0.926 3.622 0.1 1.6 -0.1
C 1.285 2.700 -5.019 0.0 0.0 0.1
C 1.290 2.725 -3.494 0.0 -0.1 -0.1
C 0.986 1.348 -2.906 0.1 0.2 0.1
C 1.175 1.293 -1.391 -0.1 -0.1 -0.5
N 0.230 2.148 -0.658 0.1 0.0 0.0
C -1.057 1.961 -0.447 0.5 0.1 0.2
S -2.002 0.564 -1.014 0.0 -0.1 0.1
N -1.776 2.910 0.123 -0.2 0.0 0.1
C -3.158 2.822 0.628 -0.5 -0.3 -0.2
C -4.216 2.946 -0.468 0.2 0.4 0.1
C -4.250 4.325 -1.120 -0.1 0.0 -0.1
C -5.360 4.440 -2.158 -0.1 -0.1 0.0
H 1.478 3.692 -5.419 0.0 0.0 -0.1
H 0.326 2.350 -5.406 0.0 0.0 0.0
H 2.060 2.030 -5.394 0.0 0.0 0.0
H 0.551 3.452 -3.140 0.0 0.0 0.0
H 2.273 3.059 -3.146 0.0 0.0 0.1
H 1.664 0.612 -3.347 0.0 -0.1 0.0
H -0.035 1.058 -3.170 0.0 -0.1 0.0
H 2.171 1.660 -1.147 0.0 0.0 0.1
H 1.096 0.277 -1.019 0.0 0.0 0.2
H 0.600 3.044 -0.366 0.0 0.0 0.1
H -1.335 3.813 0.249 0.0 0.0 -0.1
H -3.276 3.631 1.347 0.1 0.0 0.0
H -3.281 1.871 1.147 0.2 0.0 0.1
H -5.186 2.741 -0.010 0.0 -0.1 0.0
H -4.042 2.176 -1.230 -0.1 0.0 0.0
H -3.286 4.538 -1.594 0.0 0.0 0.0
H -4.406 5.089 -0.353 0.1 0.0 0.1
H -5.271 3.667 -2.923 0.1 0.1 -0.1
H -5.339 5.416 -2.639 0.0 0.0 -0.1
H -6.343 4.325 -1.698 0.0 0.0 0.0
C 2.237 2.584 3.204 -0.1 -0.1 0.0
C 2.425 1.091 2.895 0.2 0.0 0.2
C 2.621 0.296 4.203 0.0 0.0 -0.1
C 3.603 0.864 1.935 -0.1 0.0 0.0
C 1.208 0.558 2.280 -0.1 0.1 -0.2
N 0.254 0.117 1.812 0.2 -0.1 0.3
H 3.121 2.945 3.726 0.0 0.0 0.0
H 1.373 2.748 3.848 0.0 0.0 0.0
H 2.120 3.171 2.292 0.0 0.0 0.0
H 3.470 0.717 4.741 0.0 0.0 0.0
H 2.828 -0.755 3.998 0.0 0.0 0.0
H 1.742 0.370 4.844 0.0 0.0 0.0
H 4.526 1.138 2.444 0.0 0.0 0.0
H 3.513 1.485 1.043 0.0 0.0 0.0
H 3.675 -0.181 1.631 0.0 0.0 0.0
```
Forces are in eV/Å.

## Properties
2S+1 ... 2
Orbital gap (spin up / spin down) ... 6.7 / 6.9 eV
Largest force on an atom ... 4.5 eV/Å
Net charge ... +3

***

Formula: C29H43F6N4O6S3Si4TeZn
Source: the Open Molecules 2025 dataset
Level of theory: ωB97M-V/def2-TZVPD

```
97
Properties=species:S:1:pos:R:3:forces:R:3
Zn -0.147 -0.515 0.462 -1.3 0.7 -0.3
F 4.475 1.418 1.949 -0.1 0.1 0.0
C 3.543 1.607 1.011 0.2 0.0 -0.1
F 4.164 1.949 -0.126 0.0 0.0 0.0
F 2.778 2.618 1.395 -0.1 -0.1 0.0
S 2.685 -0.020 0.741 1.0 1.4 0.1
O 1.851 0.164 -0.457 0.2 -0.1 1.2
O 3.822 -0.873 0.590 -0.3 -0.2 0.2
N 2.013 -0.237 2.174 -0.3 0.6 -0.6
S 0.792 0.276 3.062 0.4 -1.1 1.2
O 0.879 1.572 3.678 -0.1 0.0 -0.6
O -0.530 -0.272 2.693 1.1 0.8 0.0
C 1.208 -0.787 4.515 0.0 0.0 0.2
F 2.358 -0.388 5.064 0.0 0.0 0.0
F 1.299 -2.077 4.231 0.0 0.0 -0.1
F 0.235 -0.629 5.422 0.0 0.0 0.0
O 0.287 1.591 0.985 -1.1 0.4 -0.5
S -0.951 2.521 1.043 0.9 -0.2 -0.2
C -0.294 3.947 1.925 -0.1 0.0 0.2
C -1.264 5.099 1.965 -0.1 0.0 0.0
C -2.641 4.891 2.041 0.0 -0.1 0.0
C -3.519 5.967 2.025 0.0 0.0 0.0
C -3.030 7.264 1.979 0.0 0.0 0.0
C -1.657 7.482 1.959 0.0 0.0 0.0
C -0.783 6.406 1.937 0.0 0.0 0.1
C -1.040 3.183 -0.651 -0.1 0.1 0.1
C 0.162 3.963 -1.081 0.0 0.0 0.0
C 1.335 3.318 -1.465 0.0 0.0 0.0
C 2.463 4.055 -1.799 0.0 0.1 -0.1
C 2.429 5.442 -1.758 0.0 0.0 0.1
C 1.251 6.094 -1.413 0.0 0.0 0.0
C 0.123 5.357 -1.083 0.0 0.0 0.0
H 0.663 4.204 1.473 0.0 0.1 0.0
H -0.095 3.545 2.919 0.0 0.0 0.0
H -3.038 3.881 2.097 0.0 0.1 0.0
H -4.585 5.782 2.042 0.0 0.0 0.0
H -3.718 8.101 1.956 0.0 0.0 0.0
H -1.266 8.492 1.951 0.0 0.0 0.0
H 0.288 6.574 1.900 0.0 0.0 0.0
H -1.958 3.768 -0.674 -0.1 0.0 -0.1
H -1.192 2.278 -1.239 -0.1 0.0 0.0
H 1.371 2.235 -1.480 0.0 0.0 0.0
H 3.371 3.544 -2.093 0.0 0.0 0.1
H 3.321 6.014 -1.984 0.0 0.0 -0.1
H 1.209 7.176 -1.400 0.0 0.0 0.0
H -0.801 5.859 -0.820 0.0 0.0 0.0
C -1.218 -7.662 1.647 0.2 -0.2 -0.3
Si -1.301 -5.786 1.524 -0.2 0.0 0.4
C -3.075 -5.348 1.083 -0.1 0.2 -0.3
C -0.951 -5.091 3.233 0.2 0.2 0.0
Si 0.241 -4.855 0.035 -0.1 -0.2 -0.2
Te 1.031 -2.638 0.868 -0.4 -2.1 -0.2
Si 2.281 -5.997 0.179 0.5 -0.2 0.1
C 2.916 -5.919 1.948 -0.2 0.1 0.2
C 3.569 -5.140 -0.882 -0.1 0.3 -0.1
C 2.242 -7.811 -0.328 -0.4 -0.1 -0.1
Si -0.581 -5.248 -2.106 -0.3 0.1 -0.7
C 0.656 -4.964 -3.495 0.4 0.1 0.2
C -2.053 -4.174 -2.568 -0.1 0.2 0.3
C -1.131 -7.045 -2.249 0.0 -0.2 0.4
H -2.001 -8.052 2.303 0.0 0.1 0.0
H -0.248 -7.986 2.038 -0.1 0.0 0.0
H -1.342 -8.125 0.662 0.0 0.0 0.1
H -3.755 -5.544 1.916 0.1 0.0 0.0
H -3.424 -5.921 0.218 0.0 0.0 0.0
H -3.160 -4.287 0.823 0.0 0.0 0.0
H -1.463 -5.634 4.033 0.0 0.0 -0.1
H -1.247 -4.039 3.285 0.0 0.0 0.0
H 0.126 -5.115 3.431 -0.1 0.0 0.1
H 2.840 -4.885 2.298 0.1 -0.1 0.1
H 3.963 -6.226 2.022 0.0 0.0 -0.1
H 2.324 -6.541 2.626 0.0 0.0 0.0
H 3.604 -4.083 -0.603 0.1 0.0 -0.1
H 3.326 -5.191 -1.948 0.0 0.0 0.1
H 4.567 -5.563 -0.737 -0.1 -0.1 0.0
H 1.477 -8.359 0.232 0.1 0.0 -0.1
H 3.208 -8.287 -0.139 0.0 0.1 0.0
H 2.012 -7.921 -1.393 0.0 0.0 0.1
H 1.089 -3.961 -3.425 0.0 -0.1 0.0
H 0.172 -5.055 -4.471 -0.1 0.0 0.1
H 1.484 -5.680 -3.457 0.0 0.0 0.0
H -1.805 -3.116 -2.435 0.0 0.0 0.0
H -2.925 -4.384 -1.940 0.0 0.0 0.0
H -2.341 -4.322 -3.612 0.0 -0.1 0.0
H -0.336 -7.718 -1.910 -0.1 0.0 -0.1
H -1.384 -7.307 -3.279 0.0 0.1 0.0
H -2.007 -7.239 -1.621 0.0 0.0 -0.1
N -3.074 -1.205 1.722 0.0 0.1 0.1
C -3.016 -0.063 0.989 -0.2 -0.3 0.0
O -2.056 0.098 0.167 0.3 0.0 -0.3
C -4.071 0.872 1.121 0.0 0.1 0.0
C -4.221 1.942 0.204 0.1 -0.2 0.1
N -4.365 2.811 -0.544 0.1 0.1 0.0
C -5.014 0.751 2.175 0.0 0.1 -0.2
N -5.771 0.669 3.044 0.1 -0.1 0.0
H -2.208 -1.707 1.849 0.0 0.0 0.0
H -3.718 -1.228 2.496 0.0 -0.1 0.0
```
Forces are in eV/Å.

## Properties
Orbital gap ... 7.5 eV
Largest force on an atom ... 2.2 eV/Å
Net charge ... -1